11 unconnected molecules or ions with the total composition C60H151N9O20 in a non-equilibrium geometry. Source: the Open Molecules 2025 dataset; level of theory: wB97M-V/def2-TZVPD.

```
! wB97M-V def2-TZVPD RIJCOSX def2/J DEFGRID3
* xyz 0 1
O -2.22949 4.43885 6.54897
O -1.87545 -0.93462 -0.50099
O -2.76452 -4.72768 2.04589
O -0.21292 0.70345 -9.97155
O 3.70688 0.22223 3.80003
O 4.37274 1.97442 -1.00546
O 1.90205 -5.12462 2.23089
O 5.62113 -2.17427 -2.03469
O 8.75356 4.43604 1.10358
O -7.99691 2.22332 -0.29079
O -1.34718 -4.86727 -1.98683
O -4.51861 -0.04967 -3.56339
O 0.35638 -6.78288 7.10045
O -3.38103 4.36542 -3.18578
O -3.01046 2.77790 0.77830
O -0.22605 6.75402 -1.80190
O 1.02483 -2.24304 8.29490
O 0.87145 -3.36447 -5.61480
O -0.63332 0.04787 4.34641
O 0.35176 3.24395 -5.77886
N 5.32225 -0.19848 0.49589
N -0.12419 -1.88851 -8.15831
N -0.32589 4.39553 -3.14709
N -3.28691 -3.44168 -0.35559
N -1.81446 4.86846 3.56535
N 6.98269 3.58214 -0.82427
N -1.20557 -0.43194 7.04044
N 2.78704 -6.42753 4.91674
N -6.89088 -0.32670 -1.49008
C -0.79531 7.62571 -0.84116
C -6.86653 1.01045 -2.02694
C 9.58147 3.87622 2.11233
C -1.46220 0.96573 5.03759
C 4.62813 -1.23343 -2.36360
C 2.22618 -7.54807 5.67885
C -2.61260 4.51623 7.90883
C -9.04845 3.11542 0.03697
C 6.62468 -1.61125 -1.16807
C -3.00583 4.89128 4.39040
C -5.08878 -1.25175 -3.07835
C 1.70329 -7.21609 7.06073
C -2.79799 5.49510 5.79097
C -0.75179 -0.25369 -1.11842
C 0.40221 -1.14868 -0.72723
C 1.68738 -2.81238 -6.66584
C 0.59223 5.73456 -1.28994
C 2.07191 -4.53552 3.52234
C 0.56692 1.86124 -10.00643
C -3.96473 1.80760 0.36277
C 5.92601 3.63741 -1.86720
C 4.56357 3.34049 -1.27441
C -3.44430 -3.46262 2.18447
C 0.19939 0.91513 -6.24323
C 8.11578 4.40772 -1.28864
C 2.72376 -0.58448 4.45414
C -1.89132 -5.03094 3.11185
C -5.65568 -1.08544 -1.70984
C -4.16859 -3.32678 0.84674
C 5.14688 0.30604 1.83310
C -1.11033 -0.17746 -2.58032
C 3.15145 1.65243 -0.39053
C -1.13519 3.41138 -2.40599
C 1.21522 -3.63064 8.24478
C 1.86642 -4.30620 1.07162
C 0.92307 -2.92207 -7.95667
C -0.69878 -0.57379 8.40540
C -3.19983 3.24679 2.08717
C 0.42576 -0.54986 -10.12665
C -0.65191 -7.74516 6.89739
C -2.70820 -4.83684 -2.34946
C 0.91652 4.74631 -2.44869
C -2.53201 3.23590 -3.08433
C -1.16362 0.94102 6.53894
C 0.99919 2.01496 -5.52630
C 4.26196 -0.55156 2.75731
C 2.40650 2.15022 -6.10403
C 6.11567 -1.39812 0.26237
C -0.50487 -1.66909 -9.57330
C -4.05414 0.03320 -4.87458
C -0.96393 0.04344 2.94298
C 0.87381 -2.50061 -4.45735
C 1.67352 -5.51823 4.60419
C -2.11648 4.32453 2.24363
C -3.69086 -4.57209 -1.20704
C -8.00008 1.96493 -1.69159
C -0.94234 -6.11482 -1.43775
C -3.83015 4.94064 -1.97766
C -0.28484 -1.98150 8.80055
C 9.18483 4.19422 -0.21390
H 6.14786 2.87894 -2.62137
H -3.09616 2.44745 -2.57097
H 5.28593 0.54695 -0.19261
H 1.12405 -3.51469 1.21465
H -1.53403 8.30365 -1.25810
H 7.31258 -2.45632 -1.19642
H 2.42209 -3.61061 -6.85269
H 10.54606 4.39122 2.09768
H -1.57527 -7.34912 7.32342
H -8.93809 1.50901 -2.02263
H 9.58319 3.18016 -0.34090
H -2.38868 2.78245 -4.06608
H 0.21312 0.02416 8.52971
H 2.28424 -6.38896 7.47170
H 2.24183 -1.90889 -6.42523
H 0.36468 -4.14998 7.79305
H -1.16093 3.87806 1.95739
H -0.21987 1.47564 6.71160
H -5.85657 -2.03800 -1.20926
H 3.14293 -4.32095 3.58969
H -4.72375 -4.66684 -1.53827
H -4.17721 -3.47072 2.99264
H -4.18709 1.98688 -0.69111
H 1.15999 1.78582 -4.46674
H 0.68576 -5.92317 4.35470
H -3.44464 3.91057 4.60615
H -2.15697 6.36514 5.60603
H -2.84189 -4.17628 -3.21011
H -2.31855 -1.57181 -1.07798
H -7.26510 -0.35850 -0.55377
H 3.34857 -6.65677 4.11149
H -2.42899 -3.66779 0.13800
H 1.36914 -0.99173 -1.21530
H 8.52866 4.11379 -2.25181
H -0.64587 0.74989 -0.70391
H -2.40091 5.51738 8.30095
H 2.21591 -0.08736 5.27540
H 0.45896 3.87719 -5.05154
H 2.33017 1.95521 -1.05595
H 1.55134 1.71469 -9.54485
H -2.04107 0.37253 -2.72108
H -2.38736 5.15801 1.59202
H -1.53729 -1.32723 -9.54318
H -2.97592 -5.81100 -2.78158
H 3.88473 -1.60771 -3.06674
H 0.20885 0.91046 -7.34133
H -7.81676 2.92731 -2.17702
H -6.99216 0.83584 -3.10690
H 1.46176 -8.09470 5.10651
H -4.16425 3.75128 2.23575
H 3.02944 0.57612 -0.30899
H 6.62681 3.91394 0.06228
H -1.98682 3.84448 8.49448
H 1.79319 -8.06916 7.74081
H 1.43462 -0.56327 -9.70248
H 4.48031 3.95202 -0.36664
H 0.62287 -0.70909 -11.19479
H -1.00602 -2.72803 8.45755
H -0.44636 -0.81770 2.51867
H 1.46043 -3.62887 3.56458
H -0.87878 1.05392 -6.13643
H -2.00221 -0.29653 2.88393
H 3.02143 2.14753 0.57464
H 2.07526 -3.98127 7.66899
H -0.44429 -2.55252 -10.21391
H -1.93145 1.57594 6.99084
H -10.02248 2.71920 -0.25107
H 1.79097 -1.96161 -4.22515
H -2.52155 0.73567 4.87624
H 0.59134 -0.09209 -6.10260
H 1.97157 -0.99740 3.77598
H -0.54402 2.49741 -2.43010
H -3.82816 0.72266 0.38052
H -2.01942 -6.08295 3.40427
H 3.43501 -0.93998 2.15121
H 1.61241 -2.74753 -8.78962
H 3.26723 -1.45914 4.82890
H -0.05946 -1.94049 -4.47526
H -0.75741 0.96340 2.39898
H -0.91539 -2.29277 -7.66682
H -4.01505 1.09706 -5.10435
H -8.84828 4.10962 -0.37969
H -3.75715 5.52701 3.91157
H 0.09239 -5.92598 -1.15122
H -1.39332 3.71205 -1.38439
H 7.79224 5.45150 -1.36620
H 3.78924 3.66715 -1.97847
H 0.21518 5.11333 -0.47256
H -0.35682 0.25239 -3.24556
H 2.84387 -3.84683 0.89805
H 4.88914 -1.36177 3.14970
H -5.86286 -1.48210 -3.82347
H 5.46245 -2.26936 0.38150
H 0.56271 -3.95192 -8.02945
H -1.10783 4.33053 4.05173
H -1.05229 -6.87550 -2.21183
H 7.05428 -0.72190 -1.63671
H 1.38567 -4.00806 9.26158
H -4.84197 5.30707 -2.17176
H -2.71817 -2.65852 2.32196
H -4.33520 -2.04642 -3.08135
H -0.09942 8.06454 -0.12447
H 0.60610 -0.93802 0.32718
H 0.75313 2.11227 -11.05819
H -4.91581 1.99274 0.87314
H 2.96179 2.90839 -5.54787
H 9.06780 4.01376 3.05896
H 9.74154 2.81941 1.88330
H 6.05973 0.56933 2.38349
H 5.86509 4.60394 -2.37749
H -5.02218 -4.00436 0.79838
H -3.55077 -5.43457 -0.53820
H 6.91943 -1.38332 1.00495
H -4.54760 -2.30102 0.79485
H -1.30510 1.99508 4.69549
H 5.04151 -0.30120 -2.76624
H -9.07849 3.38111 1.09550
H -0.84831 -5.09662 2.78786
H -3.30072 5.85178 -1.68903
H 10.09542 4.77452 -0.42202
H -0.63109 -0.87777 6.33029
H -0.78947 5.29753 -3.13586
H -3.74179 5.93989 6.11498
H 0.78900 -3.19045 -3.61072
H -5.89949 1.52430 -2.09714
H 0.06152 2.66395 -9.47325
H 4.56489 1.23017 1.81283
H 2.91457 -8.39557 5.76592
H 1.40220 -4.88484 5.45403
H 1.50755 5.36502 -3.13476
H 1.57383 6.10300 -0.97064
H -1.26243 -1.20262 -2.93271
H -0.45733 -8.70598 7.37931
H -0.36488 -2.03029 9.89197
H -3.68502 4.32889 8.00516
H -4.84460 -0.77153 -1.03258
H -3.23485 2.39816 2.77986
H -1.46029 -6.31917 -0.49637
H -2.07762 -4.51621 4.05505
H -4.83919 -0.27746 -5.58736
H 4.09225 -0.96195 -1.44842
H 1.49292 3.85881 -2.18964
H -1.43653 -0.21223 9.12232
H -0.83277 -7.79699 5.81951
H 2.37553 2.44674 -7.15411
H 0.15321 -2.20766 -0.78705
H -3.21577 -0.61560 -5.14269
H 1.59932 -5.00480 0.28409
H -1.40412 6.97556 -0.19479
H 3.00342 1.23246 -6.10986
H -3.88140 4.20967 -1.16866
*
```

ΔE to the lowest compared entry with this formula, charge and spin ... 46.8 kcal/mol
LUMO level ... 0.64 eV
HOMO level ... -8.01 eV
Kohn-Sham gap ... 8.6455 eV
E ... -4373.64445 Ha
F_max ... 2.82 eV/Å
SMILES ... COCCNCCOC.COCCNCCOC.COCCNCCOC.COCCNCCOC.COCCNCCOC.COCCNCCOC.COCCNCCOC.COCCNCCOC.COCCNCCOC.CC(C)O.CC(C)O